The following is a DFT calculation (the ωB97M-V functional and the def2-TZVPD basis) of one molecule with the formula C4H8N2O.

Summary:
highest occupied orbital energy = -8.99 eV
LUMO = 0.86 eV
ΔE to the lowest compared entry with this formula, charge and spin = 42.32 kcal/mol
orbital gap = 9.85 eV
structure (SMILES) = NC(=O)CN1CC1
calculated total energy = -341.93620 Eh

Structure (ORCA input):
```
! wB97M-V def2-TZVPD RIJCOSX def2/J DEFGRID3
* xyz 0 1
N 1.86420 -0.48632 -1.13378
C 1.12137 -0.65815 -0.00188
O 0.78882 -1.76933 0.37802
C 0.66715 0.61630 0.71340
N -0.76410 0.89823 0.65684
C -1.70018 -0.21176 0.75280
C -1.52063 0.52545 -0.52614
H 2.21538 -1.32355 -1.57045
H 2.32021 0.38552 -1.34908
H 0.93701 0.51257 1.77087
H 1.19847 1.49310 0.32137
H -1.28914 -1.21515 0.80297
H -2.56925 -0.02779 1.38088
H -1.00774 0.00886 -1.33962
H -2.26156 1.25202 -0.85619
*
```



The following is a DFT calculation (the ωB97M-V functional and the def2-TZVPD basis) of one molecule with the formula C4H8N2O.

Summary:
highest occupied orbital energy = -9.26 eV
LUMO = 0.65 eV
ΔE to the lowest compared entry with this formula, charge and spin = 24.33 kcal/mol
orbital gap = 9.91 eV
structure (SMILES) = [H]/N=C(\NC)C(C)=O
calculated total energy = -341.96488 Eh

Structure (ORCA input):
```
! wB97M-V def2-TZVPD RIJCOSX def2/J DEFGRID3
* xyz 0 1
C -2.43723 -0.05242 0.02774
N -1.16826 -0.20791 -0.63500
C 0.01870 -0.14749 0.02326
N 0.25524 -0.15165 1.28231
C 1.20207 -0.03672 -0.92869
O 1.01517 -0.15363 -2.12387
C 2.54529 0.25168 -0.32372
H -3.20044 0.18619 -0.71553
H -2.39591 0.77347 0.75088
H -2.74710 -0.96114 0.55962
H -1.10222 -0.18236 -1.64209
H -0.60325 -0.25152 1.82619
H 2.82866 -0.54382 0.37066
H 3.28435 0.35585 -1.11981
H 2.48772 1.17005 0.26855
*
```



The following is a DFT calculation (the ωB97M-V functional and the def2-TZVPD basis) of one molecule with the formula C4H8N2O in a non-equilibrium geometry.

Summary:
highest occupied orbital energy = -8.83 eV
LUMO = 0.66 eV
ΔE to the lowest compared entry with this formula, charge and spin = 83.03 kcal/mol
orbital gap = 9.49 eV
structure (SMILES) = [H]/N=C(C)/N=C\CO
calculated total energy = -341.87133 Eh

Structure (ORCA input):
```
! wB97M-V def2-TZVPD RIJCOSX def2/J DEFGRID3
* xyz 0 1
C -1.53253 0.46614 -0.11658
C 0.91584 0.52184 -0.64324
C -1.75105 -1.11531 -0.07688
C 1.90170 0.23487 0.42078
N -0.31986 0.76241 -0.62804
N -2.52775 1.18223 0.20066
O 3.21515 0.12587 -0.18293
H -3.14653 0.52470 0.50975
H 1.48113 0.52864 -1.69684
H -1.41109 -1.30384 0.92890
H -1.08007 -1.62303 -0.79729
H -2.86589 -1.24872 -0.09207
H 1.59364 -0.79293 0.76510
H 1.76167 0.94230 1.19053
H 3.76564 0.79484 0.21815
*
```



The following is a DFT calculation (the ωB97M-V functional and the def2-TZVPD basis) of a 2-piece molecular cluster, C4H8N2O overall.

Summary:
highest occupied orbital energy = -8.96 eV
LUMO = 0.77 eV
ΔE to the lowest compared entry with this formula, charge and spin = 84.15 kcal/mol
orbital gap = 9.73 eV
structure (SMILES) = N=C=CCO.C=N
calculated total energy = -341.86954 Eh

Structure (ORCA input):
```
! wB97M-V def2-TZVPD RIJCOSX def2/J DEFGRID3
* xyz 0 1
C 1.06164 -1.77263 0.78503
N 1.02195 -0.51256 0.93544
C -1.23185 0.61652 -0.25992
C -0.37471 1.85157 -0.41501
O 0.12882 2.29512 0.82581
C -1.10380 -0.48564 -0.95293
N -0.94990 -1.56279 -1.52869
H 1.69177 -2.28347 0.04766
H 0.43908 -2.40367 1.42260
H -0.26143 -2.13183 -1.01406
H 1.61427 -0.05011 0.24098
H -1.93850 0.59619 0.56584
H -0.97748 2.67343 -0.81315
H 0.43502 1.65910 -1.14154
H 0.44513 1.51079 1.30194
*
```



The following is a DFT calculation (the ωB97M-V functional and the def2-TZVPD basis) of one molecule with the formula C4H8N2O in a non-equilibrium geometry.

Summary:
highest occupied orbital energy = -9.00 eV
LUMO = 0.83 eV
ΔE to the lowest compared entry with this formula, charge and spin = 85.26 kcal/mol
orbital gap = 9.83 eV
structure (SMILES) = NC(=O)CN1CC1
calculated total energy = -341.86777 Eh

Structure (ORCA input):
```
! wB97M-V def2-TZVPD RIJCOSX def2/J DEFGRID3
* xyz 0 1
N 2.01201 -0.11708 -1.50501
C 1.53423 -0.66339 -0.30809
O 2.37349 -1.02710 0.49092
C 0.37428 -0.39364 0.75605
N -0.47213 0.61841 0.25017
C -1.73934 0.78910 0.89694
C -1.63021 0.13706 -0.44092
H 2.91870 0.32516 -1.36856
H 1.58406 0.01499 -2.40725
H -0.07429 -1.37469 1.01176
H 0.79999 -0.00652 1.71387
H -1.97358 0.14684 1.74531
H -2.05806 1.82170 0.98724
H -1.77080 -0.94480 -0.47513
H -1.87833 0.67397 -1.34730
*
```



The following is a DFT calculation (the ωB97M-V functional and the def2-TZVPD basis) of a 2-piece molecular cluster, C4H8N2O overall in a non-equilibrium geometry.

Summary:
highest occupied orbital energy (alpha / beta) = -8.74 / -8.75 eV
LUMO (alpha / beta) = -0.92 / -0.93 eV
ΔE to the lowest compared entry with this formula, charge and spin = 143.65 kcal/mol
orbital gap (alpha / beta) = 7.82 / 7.83 eV
structure (SMILES) = [H]/N=C(\C)N=O.C=C
calculated total energy = -341.77473 Eh

Structure (ORCA input):
```
! wB97M-V def2-TZVPD RIJCOSX def2/J DEFGRID3
* xyz 0 1
C 1.33539 1.41478 1.28125
C 1.04691 0.27307 0.33603
N -0.02711 -0.53352 0.77426
N 1.77220 -0.15365 -0.60772
O -1.05102 -0.09603 1.31142
H 2.63904 0.36454 -0.72400
H 1.52997 1.03998 2.28701
H 0.46578 2.07182 1.32789
H 2.19801 1.97881 0.93067
C -1.09051 -1.30969 -1.33597
C -2.25510 -0.76053 -1.11034
H -2.41140 -0.26577 -0.14530
H -0.73039 -1.81538 -2.21840
H -0.31406 -1.38163 -0.32998
H -3.10772 -0.82680 -1.77681
*
```



The following is a DFT calculation (the ωB97M-V functional and the def2-TZVPD basis) of one molecule with the formula C4H8N2O in a non-equilibrium geometry.

Summary:
highest occupied orbital energy = -9.49 eV
LUMO = 0.68 eV
ΔE to the lowest compared entry with this formula, charge and spin = 117.72 kcal/mol
orbital gap = 10.17 eV
structure (SMILES) = N#C[C@@H](N)CCO
calculated total energy = -341.81605 Eh

Structure (ORCA input):
```
! wB97M-V def2-TZVPD RIJCOSX def2/J DEFGRID3
* xyz 0 1
N -2.24290 -0.44127 0.16172
C -0.80933 -0.53562 0.40463
C 0.08062 -0.65951 -0.83621
C 1.44297 0.09183 -0.41165
O 1.66364 1.72988 0.11647
C -0.36016 0.76047 0.90740
N -0.15505 1.83185 1.28573
H -2.62068 -1.33365 -0.13605
H -2.71054 -0.18765 1.02955
H -0.52550 -1.29731 1.15203
H -0.42972 -0.19446 -1.68357
H 0.25357 -1.72537 -1.13839
H 2.06728 0.19501 -1.26428
H 1.86396 -0.52601 0.38950
H 2.48184 2.29181 0.02313
*
```



The following is a DFT calculation (the ωB97M-V functional and the def2-TZVPD basis) of a 2-piece molecular cluster, C4H8N2O overall in a non-equilibrium geometry.

Summary:
highest occupied orbital energy (alpha / beta) = -8.77 / -8.18 eV
LUMO (alpha / beta) = -0.07 / 0.10 eV
ΔE to the lowest compared entry with this formula, charge and spin = 127.51 kcal/mol
orbital gap (alpha / beta) = 8.70 / 8.29 eV
calculated total energy = -341.80045 Eh

Structure (ORCA input):
```
! wB97M-V def2-TZVPD RIJCOSX def2/J DEFGRID3
* xyz 0 1
C 1.01250 -0.88418 -1.03673
C -1.60643 -0.64707 0.24378
C -0.32129 1.37941 -0.31048
C 1.42803 -0.82792 0.29837
N 0.66884 -0.79278 -2.12782
N -0.49492 0.29373 0.60264
O 2.42358 0.01715 0.47942
H -2.48263 -0.10811 0.44906
H -1.63499 -1.00809 -0.73196
H -1.60367 -1.58590 0.91407
H -0.09486 1.20461 -1.37445
H -1.25851 2.03917 -0.12582
H 0.34287 2.17192 0.16980
H 1.14272 -1.36312 1.10775
H 2.47875 0.11119 1.44238
*
```



The following is a DFT calculation (the ωB97M-V functional and the def2-TZVPD basis) of C4H8N2O as an isolated structure in a non-equilibrium geometry.

Summary:
highest occupied orbital energy = -8.29 eV
LUMO = 0.47 eV
ΔE to the lowest compared entry with this formula, charge and spin = 225.28 kcal/mol
orbital gap = 8.76 eV
calculated total energy = -341.64464 Eh

Structure (ORCA input):
```
! wB97M-V def2-TZVPD RIJCOSX def2/J DEFGRID3
* xyz 0 1
C 0.19247 -1.14744 -1.87216
C 0.02164 0.65035 -0.33768
C 0.31806 -0.33662 0.75173
C -0.00429 0.59667 1.96616
H 1.52064 -1.19493 -2.29742
H -0.69448 -1.40993 -2.85697
H 0.22065 -1.97367 -0.66087
H 1.36828 -0.49779 0.54959
H -0.34684 -1.41751 0.19592
H 0.85984 1.03917 2.42845
H -0.32669 0.28296 2.90003
H -1.46925 1.85524 -0.69382
N -0.11886 0.17803 -1.66841
N -0.60461 1.78808 0.12615
O -0.93657 1.58741 1.46931
*
```



The following is a DFT calculation (the ωB97M-V functional and the def2-TZVPD basis) of a 2-piece molecular cluster, C4H8N2O overall in a non-equilibrium geometry.

Summary:
highest occupied orbital energy = -9.04 eV
LUMO = 0.84 eV
ΔE to the lowest compared entry with this formula, charge and spin = 35.75 kcal/mol
orbital gap = 9.89 eV
structure (SMILES) = Cc1c[nH]cn1.O
calculated total energy = -341.94667 Eh

Structure (ORCA input):
```
! wB97M-V def2-TZVPD RIJCOSX def2/J DEFGRID3
* xyz 0 1
N -0.00127 0.39547 2.66583
C -1.00254 0.34427 3.60392
C -2.03993 -0.07604 1.60282
C -0.66684 0.02066 1.40562
N -2.19303 0.02046 2.99770
C 0.00000 0.00000 0.00000
H -1.04493 0.77079 4.60611
H -2.83733 -0.28212 0.88882
H -3.06632 0.03888 3.53020
H 0.75644 0.80275 -0.00203
H -0.69258 0.16709 -0.84204
H 0.51128 -0.96557 -0.15129
O -0.42040 -2.96976 1.92183
H 0.55711 -3.08232 1.91369
H -0.56846 -2.06199 1.57213
*
```



The following is a DFT calculation (the ωB97M-V functional and the def2-TZVPD basis) of one molecule with the formula C4H8N2O.

Summary:
highest occupied orbital energy = -9.26 eV
LUMO = 0.65 eV
ΔE to the lowest compared entry with this formula, charge and spin = 24.33 kcal/mol
orbital gap = 9.91 eV
structure (SMILES) = [H]/N=C(\NC)C(C)=O
calculated total energy = -341.96487 Eh

Structure (ORCA input):
```
! wB97M-V def2-TZVPD RIJCOSX def2/J DEFGRID3
* xyz 0 1
C -2.43600 -0.05623 0.18679
N -1.16717 -0.21418 -0.47571
C 0.01995 -0.15112 0.18208
N 0.25702 -0.15340 1.44102
C 1.20281 -0.03931 -0.77041
O 1.01530 -0.15500 -1.96562
C 2.54624 0.24872 -0.16578
H -3.19814 0.18639 -0.55631
H -2.39226 0.76808 0.91157
H -2.74905 -0.96497 0.71671
H -1.10122 -0.18836 -1.48282
H -0.60106 -0.25400 1.98540
H 2.82869 -0.54582 0.53005
H 3.28551 0.35104 -0.96190
H 2.48936 1.16816 0.42493
*
```



The following is a DFT calculation (the ωB97M-V functional and the def2-TZVPD basis) of a 2-piece molecular cluster, C4H8N2O overall.

Summary:
highest occupied orbital energy = -9.98 eV
LUMO = 0.96 eV
ΔE to the lowest compared entry with this formula, charge and spin = 107.42 kcal/mol
orbital gap = 10.94 eV
structure (SMILES) = [H]/N=C1\O[C@H]1N1CC1.[H][H]
calculated total energy = -341.83246 Eh

Structure (ORCA input):
```
! wB97M-V def2-TZVPD RIJCOSX def2/J DEFGRID3
* xyz 0 1
N 2.24849 -0.85674 -1.12325
C 1.64795 -0.11496 -0.31228
O 1.46665 1.18017 -0.00009
C 0.72592 0.08048 0.76734
N -0.65306 -0.07263 0.60345
C -1.56100 1.02807 0.85684
C -1.32647 0.52904 -0.52624
H 2.81180 -0.30133 -1.76827
H 0.27343 -2.70834 -0.53079
H -0.30365 -2.61102 -0.07135
H 1.06269 0.02908 1.80022
H -2.46858 0.75701 1.38981
H -1.13393 1.99538 1.11339
H -2.05849 -0.10149 -1.02273
H -0.73176 1.16728 -1.17605
*
```



The following is a DFT calculation (the ωB97M-V functional and the def2-TZVPD basis) of a 2-piece molecular cluster, C4H8N2O overall in a non-equilibrium geometry.

Summary:
highest occupied orbital energy (alpha / beta) = -6.33 / -10.05 eV
LUMO (alpha / beta) = 0.91 / -2.55 eV
ΔE to the lowest compared entry with this formula, charge and spin = 12.55 kcal/mol
orbital gap (alpha / beta) = 7.25 / 7.50 eV
calculated total energy = -341.77307 Eh

Structure (ORCA input):
```
! wB97M-V def2-TZVPD RIJCOSX def2/J DEFGRID3
* xyz 0 3
C 3.45116 1.05216 -0.08942
C -2.23679 1.08848 0.29024
C -0.99964 0.58073 -0.40621
C -0.43665 -0.62696 0.21781
N 4.01128 1.04015 -1.17121
N 3.06284 1.12814 1.08881
O 0.76364 -0.86978 0.26236
H -3.10237 0.28945 0.25699
H -2.11012 1.47594 1.23741
H -2.62519 1.96611 -0.23083
H -1.02755 0.29428 -1.50674
H -0.16146 1.28266 -0.32768
H -1.17915 -1.38467 0.67976
H 2.09912 1.09625 1.40323
H 3.95992 0.16487 -1.67644
*
```



The following is a DFT calculation (the ωB97M-V functional and the def2-TZVPD basis) of one molecule with the formula C4H8N2O2 in a non-equilibrium geometry.

Summary:
highest occupied orbital energy = -8.49 eV
LUMO = -4.47 eV
ΔE to the lowest compared entry with this formula, charge and spin = 205.26 kcal/mol
orbital gap = 4.02 eV
calculated total energy = -416.92885 Eh

Structure (ORCA input):
```
! wB97M-V def2-TZVPD RIJCOSX def2/J DEFGRID3
* xyz 0 1
C 0.37074 -0.23661 0.48205
N 1.41369 0.76851 0.22209
C 0.84601 2.20377 -0.15531
O -0.48567 2.11124 -0.14996
C -0.23681 -0.57234 -0.78997
N -0.65841 -1.97246 -0.84320
C -1.55827 -2.28777 0.13233
O -2.20009 -1.58282 0.98445
H -0.49960 0.04793 1.15244
H 0.92742 -1.12652 0.99478
H 1.34875 2.82576 0.65771
H 1.11457 2.56993 -1.15393
H -1.08933 0.16697 -0.88858
H 0.41637 -0.40524 -1.65267
H 2.12681 0.81862 0.96617
H -1.83619 -3.32897 0.04160
*
```



The following is a DFT calculation (the ωB97M-V functional and the def2-TZVPD basis) of one molecule with the formula C4H8N2O2 in a non-equilibrium geometry.

Summary:
highest occupied orbital energy = -8.68 eV
LUMO = 0.89 eV
ΔE to the lowest compared entry with this formula, charge and spin = 203.39 kcal/mol
orbital gap = 9.57 eV
structure (SMILES) = OC[C@H]1CN1/C=N/O
calculated total energy = -416.93183 Eh

Structure (ORCA input):
```
! wB97M-V def2-TZVPD RIJCOSX def2/J DEFGRID3
* xyz 0 1
C 0.93060 1.12955 0.55094
C 1.32043 0.08082 -0.28242
C 1.80559 -1.28291 0.31315
C -0.75178 -1.22850 -0.17186
H -0.64956 1.75996 -0.71840
H 1.91002 1.55287 1.00420
H -0.08137 1.08954 1.29517
H 2.08456 0.52626 -0.91988
H 1.62857 -1.36492 1.32892
H 2.61153 -2.02506 -0.24208
H -1.39066 -2.27949 -0.31233
H -2.91234 0.60330 0.12985
N 0.56654 -1.08334 -0.39886
N -1.16991 -0.01636 -0.05673
O 0.29655 2.13359 -0.34182
O -2.64732 -0.17837 0.23743
*
```